(1)
Formula: C18H14BrF3MoN2O4
Source: the Open Molecules 2025 dataset
Level of theory: wB97M-V/def2-TZVPD

Properties
- spin multiplicity = 3
- highest occupied orbital energy (spin up / spin down) (eV) = -15.06 / -15.21
- total charge = +2
- energy relative to the best compared isomer or geometry (same formula, charge and spin) (eV) = 0.000
- electronic energy (eV) = -110095.5011
- maximum force (hartree/bohr) = 0.087

Atoms and positions in Å:
Mo  7.73512  0.57444  12.93644
Br  7.43198  -0.14193  15.31016
F  4.97286  1.42003  10.02033
F  4.35734  -0.73747  9.95354
F  3.41156  0.66857  11.23251
O  5.82419  1.18306  12.59486
O  6.56978  -0.66748  11.80982
O  8.93865  1.36557  11.83566
O  9.63800  -0.64751  12.96323
N  8.32895  2.27891  14.05868
N  9.15451  3.17281  13.28553
C  5.28247  3.99132  15.80890
C  7.63353  2.61606  15.10308
C  11.96164  2.30131  13.64557
C  10.80660  0.11856  13.36549
C  12.83274  1.62847  14.51953
C  6.17626  1.99180  16.96212
C  5.64236  0.20521  11.77603
C  6.86386  1.66371  15.81344
C  4.53076  0.35206  10.71096
C  4.84312  6.03464  17.00215
C  5.50283  4.00544  18.23384
C  12.74928  0.28192  14.78151
C  5.64829  3.32680  17.05863
C  5.04465  5.36041  18.19237
C  4.96532  5.34634  15.76961
C  11.71373  -0.50508  14.20099
C  9.85824  2.23160  12.39829
C  10.88449  1.50338  13.09570
H  10.23726  2.98894  11.64618
H  8.44611  3.71916  12.78189
H  4.89306  6.01969  19.05628
H  13.46235  -0.22182  15.44820
H  5.21791  3.30158  14.98193
H  4.80810  5.84938  14.82666
H  9.92931  -0.82677  12.04695
H  12.14890  3.33247  13.32439
H  11.77152  -1.57849  14.36708
H  6.12832  1.29462  17.79342
H  13.66346  2.20738  14.91072
H  4.67455  7.09589  17.05622
H  5.69962  3.59713  19.25031
H  7.79769  3.57250  15.60510

Cartesian forces (eV/Å) of the 2 atoms listed first:
Mo 1.06 -0.21 -0.14
Br -0.58 -0.33 1.17

(2)
Formula: C18H14ClN3OS2
Source: the Open Molecules 2025 dataset
Level of theory: wB97M-V/def2-TZVPD

Properties
- highest occupied orbital energy (eV) = -8.13
- structure (SMILES) = Cc1nc2c(s1)C=Cc1cc(Cl)ccc1[C@H]2c1cn(C)c(=O)[nH]c1=S
- energy relative to the best compared isomer or geometry (same formula, charge and spin) (eV) = 0.769
- electronic energy (eV) = -59603.5416
- maximum force (hartree/bohr) = 0.084

Atoms and positions in Å:
Cl  -1.56396  -5.91828  -0.65189
S  2.93370  1.72730  0.21773
S  -0.77788  -0.42669  2.55282
O  -4.78775  2.11812  2.37640
N  -3.07476  0.82941  2.16311
N  0.69633  2.05515  -0.94463
N  -3.81014  1.98799  0.31673
C  -1.17678  -4.20051  -0.68506
C  -0.59271  -1.46539  -0.82440
C  1.81042  2.63928  -0.63378
C  1.69101  -2.13404  0.31946
C  1.89092  0.30515  0.08263
C  2.34698  -0.98192  0.56099
C  -0.63482  0.01660  -0.75336
C  -2.05041  -3.35109  -1.26622
C  0.40185  -2.35451  -0.35461
C  -1.72315  0.62164  0.18504
C  2.16920  4.08000  -0.99707
C  0.71143  0.69333  -0.49207
C  -4.77920  2.86578  -0.33080
C  -2.62408  1.53364  -0.38260
C  -1.76462  -2.04463  -1.33736
C  -3.91290  1.71048  1.63725
C  0.08484  -3.74579  -0.33484
C  -1.92244  0.25633  1.58544
H  2.76618  4.51456  -0.23860
H  -3.23490  0.57262  3.11197
H  -2.38434  1.88859  -1.35622
H  -2.54389  -1.44669  -1.72403
H  -3.01730  -3.80679  -1.53613
H  -5.14714  3.61588  0.33667
H  1.34525  4.72023  -1.32646
H  2.91533  4.07223  -1.76217
H  0.80443  -4.44971  0.13071
H  -4.35975  3.36697  -1.15711
H  -0.96920  0.27126  -1.76263
H  2.25563  -2.95379  0.60654
H  3.22423  -1.04786  1.22785
H  -5.69026  2.29727  -0.65648

Cartesian forces (eV/Å) of the 2 atoms listed first:
Cl 0.19 0.49 0.24
S 0.31 -1.48 0.22

(3)
Formula: C18H14N2O4S
Source: the Open Molecules 2025 dataset
Level of theory: wB97M-V/def2-TZVPD

Properties
- highest occupied orbital energy (eV) = -8.97
- structure (SMILES) = C[C@@H](Oc1ccc(C#N)cc1)C(=O)OCc1cc(-c2cccs2)on1
- energy relative to the best compared isomer or geometry (same formula, charge and spin) (eV) = 4.102
- electronic energy (eV) = -40894.3131
- maximum force (hartree/bohr) = 0.091

Atoms and positions in Å:
S  -0.67092  -2.00787  2.57947
O  -2.13678  0.94611  -1.92214
O  -1.61314  3.17085  -1.47541
O  0.74210  0.85556  -0.83761
O  -3.87560  0.59331  2.12961
N  5.91939  -3.52470  -1.79014
N  -4.23618  1.28535  0.92938
C  -1.23959  -1.37695  5.00244
C  -3.49408  0.79807  -0.03019
C  3.62076  -1.15085  -2.48675
C  2.53571  -0.23002  -2.29974
C  -1.32080  2.00084  -1.68202
C  -0.43924  -2.25062  4.26476
C  1.80244  -0.08745  -1.11209
C  -2.61956  -0.23718  0.51911
C  -2.80729  -0.22899  1.79111
C  3.21287  -1.87352  -0.27080
C  -3.49104  1.13651  -1.48515
C  1.07482  2.96048  -1.91785
C  3.92639  -1.93950  -1.40573
C  4.99011  -2.89157  -1.55792
C  0.22006  1.68278  -1.93050
C  2.20491  -0.88219  -0.05552
C  -1.95742  -0.86784  2.84450
C  -2.18664  -0.70567  4.15229
H  0.61260  3.75448  -2.52801
H  1.70382  -0.70169  0.84595
H  -3.00618  -0.09088  4.51632
H  2.04714  2.92022  -2.30992
H  2.16260  0.25851  -3.16009
H  -4.00107  0.38545  -2.07601
H  4.17173  -1.30990  -3.42905
H  0.37282  -2.78928  4.74864
H  -1.96788  -0.80040  -0.05376
H  1.02355  3.33291  -0.88945
H  0.18640  1.37693  -2.99474
H  -1.16286  -1.38293  6.15904
H  -3.91984  2.14086  -1.43389
H  3.61591  -2.26923  0.65185

Cartesian forces (eV/Å) of the 2 atoms listed first:
S -0.15 -0.06 -0.18
O 0.60 1.77 0.28

(4)
Formula: C18H14N2O7S
Source: the Open Molecules 2025 dataset
Level of theory: wB97M-V/def2-TZVPD

Properties
- highest occupied orbital energy (eV) = -8.93
- electronic energy (eV) = -47020.5707
- maximum force (hartree/bohr) = 0.385

Atoms and positions in Å:
S  3.19860  1.73716  -0.04471
O  0.57794  1.40149  1.68046
O  6.82470  -0.61195  1.11900
O  -0.86920  -1.00487  -1.65685
O  -1.35898  1.46081  -2.44514
O  -2.71904  -1.88523  -2.24202
O  5.76470  1.38497  0.31253
O  -5.42776  -0.00460  1.58467
N  -2.03346  -0.85655  -1.43877
N  -0.56891  1.36822  -0.36083
C  4.57608  -0.58895  0.27867
C  -3.85293  -0.52952  -0.05822
C  0.64059  1.63796  0.31705
C  -4.31572  0.11773  1.06260
C  1.54064  2.06170  -0.47039
C  4.58344  -2.32566  0.42395
C  -1.91543  0.72472  0.29526
C  1.08291  1.71188  -1.90657
C  -2.45652  1.45904  1.24122
C  3.54475  -2.88564  0.14366
C  3.34226  0.00008  -0.02351
C  -3.61545  1.01705  1.52003
C  -6.32311  -1.12483  1.13477
C  -0.41942  1.51741  -1.88624
C  2.28985  -2.10718  -0.48414
C  -2.55358  -0.19591  -0.54815
C  5.71543  -0.07952  0.72875
C  2.17394  -0.85186  -0.18194
H  1.37420  -2.91577  -0.47077
H  1.34816  -0.26364  -0.63338
H  6.56779  1.66450  0.46807
H  1.57506  3.18420  -0.42588
H  -6.72209  -0.86305  0.23257
H  3.47970  -4.10996  0.22211
H  -5.73856  -2.10995  1.15693
H  5.53590  -2.54980  0.75498
H  -1.87679  2.40822  1.65226
H  1.18388  2.73610  -2.79627
H  -4.26093  -1.42756  -0.45166
H  -4.19791  1.85402  2.59520
H  1.53154  1.03958  -2.17033
H  -7.22628  -1.19487  1.77103

Cartesian forces (eV/Å) of the 2 atoms listed first:
S 1.82 -0.05 0.07
O 1.42 1.60 -6.91

(5)
Formula: C18H15AlI2N4
Source: the Open Molecules 2025 dataset
Level of theory: wB97M-V/def2-TZVPD

Properties
- highest occupied orbital energy (spin up / spin down) (eV) = -14.34 / -14.33
- total charge = +2
- energy relative to the best compared isomer or geometry (same formula, charge and spin) (eV) = 0.000
- electronic energy (eV) = -47654.2044
- maximum force (hartree/bohr) = 0.019

Atoms and positions in Å:
I  2.55240  -1.28084  -0.19627
I  5.08783  1.04862  -1.52855
Al  0.54074  0.49881  -0.01255
N  -0.75369  -0.79897  0.08316
N  -0.61056  2.87941  -0.84835
N  1.39073  2.20604  0.23642
N  -0.83646  1.63336  -0.73094
C  -4.20713  -0.60913  -1.19308
C  -1.93041  -0.37243  -0.48360
C  4.66131  -0.85187  -0.72064
C  3.02870  3.81188  0.87393
C  -3.07946  -1.15726  -0.62471
C  -4.26084  0.73773  -1.63581
C  -0.96246  -2.34979  1.96333
C  -0.32946  -3.19448  -0.20931
C  2.56390  2.52227  0.82374
C  -3.16872  1.53639  -1.51850
C  1.06574  4.51475  -0.32064
C  2.27071  4.82348  0.28403
C  -0.67422  -2.13352  0.62149
C  -0.25800  -4.47782  0.31472
C  -0.89627  -3.63709  2.47527
C  -1.98633  0.99158  -0.95828
C  0.63094  3.19842  -0.32441
C  -0.54101  -4.69927  1.65454
H  -1.23559  -1.51090  2.59240
H  0.00951  -5.30191  -0.33341
H  2.62395  5.84578  0.30821
H  5.18721  -1.00346  0.21426
H  0.43868  5.26550  -0.78057
H  3.96522  4.02841  1.36685
H  -0.15639  -3.01332  -1.26433
H  -3.16605  2.56740  -1.84645
H  -0.49362  -5.70165  2.05738
H  3.11577  1.70286  1.26419
H  4.87661  -1.61605  -1.45852
H  -1.12982  -3.81016  3.51725
H  -5.17411  1.11923  -2.06939
H  -3.07159  -2.18380  -0.28733
H  -5.08776  -1.22820  -1.30555

Cartesian forces (eV/Å) of the 2 atoms listed first:
I 0.18 -0.30 -0.08
I -0.11 -0.23 0.09